[1]
A molecular structure, C46H42ClNOP2TaTe, computed with ωB97M-V/def2-TZVPD.

The geometry in XYZ format:
```
95
Properties=species:S:1:pos:R:3:forces:R:3:lowdin_charge:R:1
Ta -0.125 -1.699 0.091 0.00 2.21 0.09 1.357
C 1.710 -4.950 -0.018 -0.04 0.03 -0.02 0.006
C 1.008 -3.985 -0.932 -0.07 -0.04 0.19 -0.279
C 1.737 -3.169 -1.816 -0.03 -0.10 0.00 -0.007
C 1.105 -2.279 -2.669 0.32 0.11 -0.01 -0.032
C -0.281 -2.160 -2.656 -0.53 0.01 0.15 -0.076
C -1.042 -2.968 -1.803 -0.15 -0.45 -0.33 -0.176
C -0.397 -3.901 -0.970 -0.18 -0.17 0.31 -0.140
H 2.777 -4.741 0.029 0.01 -0.03 -0.02 0.096
H 1.581 -5.971 -0.383 0.02 0.01 -0.03 0.117
H 1.305 -4.920 0.994 -0.04 -0.01 -0.04 0.086
H 2.820 -3.242 -1.826 -0.05 0.04 0.04 0.143
H 1.691 -1.672 -3.348 -0.04 0.01 0.01 0.135
H -0.768 -1.460 -3.322 0.00 0.01 0.05 0.123
H -2.124 -2.905 -1.799 0.03 -0.05 -0.08 0.115
H -0.978 -4.550 -0.321 -0.04 -0.01 -0.22 0.139
Te -0.968 3.397 0.590 0.04 0.17 -0.02 1.502
C -2.056 3.841 -1.157 0.17 -0.08 0.15 -0.543
C -1.396 4.483 -2.193 -0.07 0.02 -0.13 -0.120
C -2.130 4.766 -3.341 0.01 -0.02 0.06 -0.120
N -3.411 4.443 -3.485 -0.03 0.02 -0.06 0.100
C -4.034 3.859 -2.467 0.02 -0.01 0.04 -0.117
C -3.404 3.540 -1.269 -0.06 0.00 -0.04 -0.114
C -1.100 1.359 0.540 0.26 -0.79 -0.01 -0.934
P -0.277 0.361 1.755 -0.21 -0.17 -0.27 0.835
C 1.311 1.157 2.174 -0.09 0.07 0.14 -0.374
C 2.162 1.568 1.144 -0.04 -0.03 -0.01 -0.150
C 3.373 2.175 1.429 0.00 0.03 0.04 -0.050
C 3.749 2.384 2.752 0.04 0.02 -0.05 -0.035
C 2.906 1.994 3.781 -0.05 -0.02 0.03 -0.037
C 1.689 1.385 3.498 0.08 0.10 -0.03 -0.067
C -1.173 0.288 3.322 0.14 -0.06 -0.05 -0.375
C -0.632 -0.462 4.373 -0.13 -0.07 0.09 -0.145
C -1.269 -0.506 5.603 0.00 -0.03 -0.02 -0.038
C -2.448 0.204 5.797 0.00 0.01 -0.01 -0.029
C -2.977 0.967 4.766 -0.03 -0.01 0.00 -0.036
C -2.344 1.012 3.532 -0.08 -0.10 -0.02 -0.082
P -1.618 0.298 -0.774 0.53 -0.29 0.18 0.838
C -1.054 0.958 -2.363 -0.15 0.07 -0.08 -0.387
C -1.908 1.218 -3.435 0.13 0.06 0.04 -0.085
C -1.386 1.674 -4.639 -0.02 0.03 -0.01 -0.038
C -0.021 1.885 -4.776 -0.02 0.02 -0.05 -0.035
C 0.831 1.656 -3.702 0.00 -0.04 0.04 -0.055
C 0.317 1.191 -2.502 -0.02 -0.01 0.02 -0.130
C -3.387 -0.017 -0.836 0.03 -0.07 0.00 -0.405
C -4.197 0.354 0.237 0.03 0.02 -0.05 -0.117
C -5.545 0.026 0.234 -0.01 0.01 0.03 -0.038
C -6.086 -0.688 -0.827 0.00 0.00 0.00 -0.029
C -5.277 -1.087 -1.885 0.04 -0.01 -0.03 -0.037
C -3.929 -0.761 -1.890 -0.09 -0.02 0.10 -0.115
H -0.352 4.761 -2.134 -0.01 -0.02 0.01 0.103
H -1.660 5.271 -4.177 -0.01 0.00 -0.01 0.124
H -5.087 3.640 -2.606 0.01 0.01 -0.01 0.122
H -3.968 3.088 -0.463 0.03 0.02 -0.02 0.095
H 1.870 1.427 0.110 -0.02 0.00 0.03 0.075
H 4.021 2.498 0.624 -0.02 -0.01 0.00 0.122
H 4.689 2.871 2.976 0.00 -0.01 0.00 0.124
H 3.185 2.178 4.811 0.00 0.00 0.00 0.125
H 1.035 1.106 4.312 0.11 0.14 -0.03 0.097
H 0.323 -0.967 4.263 -0.10 -0.09 -0.04 0.097
H -0.841 -1.081 6.413 -0.01 0.00 0.00 0.124
H -2.946 0.171 6.757 0.01 0.01 -0.01 0.126
H -3.884 1.535 4.925 0.01 0.00 0.00 0.123
H -2.767 1.618 2.742 0.06 0.04 0.00 0.071
H -2.975 1.099 -3.335 -0.09 -0.02 0.01 0.103
H -2.054 1.884 -5.464 0.02 -0.01 0.01 0.129
H 0.377 2.247 -5.715 -0.01 -0.01 0.01 0.125
H 1.891 1.853 -3.802 0.00 0.01 0.01 0.115
H 0.980 1.033 -1.656 -0.04 -0.02 -0.05 0.065
H -3.778 0.903 1.073 -0.01 -0.01 -0.08 0.079
H -6.174 0.326 1.061 0.00 0.00 -0.01 0.124
H -7.138 -0.940 -0.828 0.01 0.00 0.00 0.126
H -5.697 -1.648 -2.708 -0.01 0.01 0.01 0.124
H -3.315 -1.078 -2.724 0.01 0.03 -0.05 0.100
Cl -2.315 -2.277 1.195 0.07 -0.36 0.12 0.674
C -0.709 -2.806 1.859 -0.01 0.04 -0.17 -0.563
H -0.670 -3.891 1.859 -0.06 -0.03 0.03 0.027
H -0.628 -2.396 2.858 -0.02 -0.01 0.10 -0.010
C 2.994 -1.660 2.417 0.15 -0.09 0.00 0.041
C 2.940 -1.330 0.969 -0.23 0.15 0.28 -0.295
O 1.795 -1.346 0.411 0.33 -0.13 -0.16 -0.239
C 4.094 -1.012 0.187 0.08 -0.07 -0.03 -0.171
C 3.956 -0.573 -1.143 0.02 -0.01 -0.05 -0.017
C 5.074 -0.274 -1.886 0.00 0.03 -0.05 -0.028
C 6.343 -0.410 -1.319 0.00 0.00 0.03 0.002
C 6.493 -0.835 -0.004 0.01 0.01 -0.02 -0.014
C 5.375 -1.129 0.751 0.05 -0.01 0.00 0.024
H 1.990 -1.687 2.834 0.01 -0.03 -0.03 0.071
H 3.597 -0.933 2.961 -0.02 0.02 0.00 0.110
H 3.462 -2.641 2.547 0.01 0.03 0.01 0.125
H 2.968 -0.449 -1.572 0.02 0.01 0.04 0.092
H 4.978 0.071 -2.907 0.01 0.00 0.01 0.122
H 7.220 -0.175 -1.910 -0.01 0.00 0.00 0.132
H 7.480 -0.933 0.427 -0.01 0.00 0.00 0.130
H 5.498 -1.459 1.774 0.00 0.00 0.00 0.129
```
Positions in Å, forces in eV/Å.

Summary:
ΔE to the lowest compared entry with this formula, charge and spin = 0.000 eV
Maximum force = 2.22 eV/A
Lowest unoccupied orbital energy = -10.2467 eV
Total charge = +3
Molecular weight = 1030.797 g/mol
HOMO-LUMO gap = 4.35 eV



[2]
A molecular structure, C41H38AsMoN2O, computed with ωB97M-V/def2-TZVPD.

The geometry in XYZ format:
```
84
Properties=species:S:1:pos:R:3:forces:R:3:lowdin_charge:R:1
Mo -1.028 -1.707 -0.768 0.90 0.53 0.47 1.493
C -4.187 -2.020 0.817 -0.06 0.05 -0.01 -0.003
C -2.884 -2.605 0.375 0.05 0.03 -0.03 -0.308
C -1.767 -2.681 1.212 -0.25 -0.49 -0.23 -0.057
C -0.538 -3.270 0.772 0.01 -0.08 0.08 -0.359
C 0.624 -3.404 1.718 0.07 -0.01 -0.02 -0.015
C -0.577 -4.065 -0.420 -0.30 -0.18 0.07 -0.035
C -1.656 -4.009 -1.280 -0.12 -0.10 0.18 -0.307
C -1.756 -4.886 -2.489 0.11 0.07 -0.08 -0.005
C -2.737 -3.099 -0.959 -0.07 -0.16 0.29 -0.124
H -4.908 -2.823 0.979 0.02 -0.01 0.03 0.113
H -4.599 -1.366 0.049 -0.01 0.00 0.01 0.096
H -4.086 -1.463 1.746 0.01 0.01 0.00 0.092
H -1.842 -2.316 2.229 0.15 0.33 -0.10 0.138
H 0.606 -4.385 2.195 -0.04 0.00 0.00 0.112
H 0.585 -2.650 2.502 0.02 0.02 -0.01 0.063
H 1.575 -3.326 1.189 0.00 0.01 0.01 0.087
H 0.245 -4.741 -0.625 0.10 0.15 -0.12 0.154
H -2.189 -5.842 -2.188 -0.04 0.02 0.01 0.116
H -0.780 -5.094 -2.924 -0.01 0.03 -0.02 0.101
H -2.411 -4.459 -3.246 0.02 0.00 -0.02 0.082
H -3.611 -3.099 -1.597 0.07 0.25 -0.10 0.142
N -1.155 -1.302 -5.061 -0.04 -0.01 -0.10 0.176
C -1.806 -1.636 -3.940 -0.15 0.10 0.10 -0.087
N -1.030 -1.548 -2.876 0.05 -0.04 -0.32 -0.045
C 0.214 -1.141 -3.347 0.04 0.01 -0.33 -0.240
C 1.379 -0.915 -2.623 -0.26 -0.09 -0.01 -0.043
C 2.479 -0.485 -3.336 0.02 -0.01 0.15 -0.048
C 2.406 -0.293 -4.725 0.02 0.03 -0.07 -0.036
C 1.255 -0.532 -5.449 -0.07 -0.04 -0.11 0.036
C 0.147 -0.967 -4.730 0.23 0.02 0.46 -0.157
H -1.555 -1.297 -5.988 -0.05 -0.03 0.00 0.189
H -2.844 -1.928 -3.925 0.00 0.03 -0.02 0.153
H 1.404 -1.105 -1.542 0.24 0.08 -0.02 0.088
H 3.416 -0.299 -2.833 0.05 0.01 0.06 0.107
H 3.289 0.048 -5.249 0.01 -0.02 0.00 0.125
H 1.228 -0.396 -6.522 0.00 0.02 0.01 0.133
O -0.650 0.026 0.606 1.39 0.56 1.06 -0.304
As 0.732 1.098 1.588 -0.13 -0.15 0.37 1.565
C 0.132 2.864 2.049 -0.08 -0.37 -0.21 -0.304
C 0.390 3.211 3.378 0.02 -0.12 -0.01 -0.076
C 0.136 4.509 3.787 -0.03 0.04 0.01 -0.029
C -0.391 5.432 2.893 0.04 -0.05 0.03 -0.015
C -0.657 5.067 1.579 0.00 0.03 0.04 -0.027
C -0.393 3.780 1.142 -0.02 0.00 -0.15 -0.080
C 0.723 0.027 3.165 0.01 0.12 -0.28 -0.364
C 1.925 -0.404 3.723 0.02 0.09 -0.15 -0.085
C 1.902 -1.061 4.944 -0.01 -0.05 0.03 -0.031
C 0.692 -1.289 5.588 0.08 0.00 -0.04 -0.018
C -0.502 -0.839 5.032 -0.05 -0.04 0.03 -0.039
C -0.494 -0.173 3.820 -0.02 0.04 -0.12 -0.109
C 2.427 1.067 0.709 -0.52 -0.06 -0.03 -0.327
C 3.152 -0.122 0.619 -0.09 -0.10 0.06 -0.121
C 4.445 -0.081 0.129 -0.02 -0.07 -0.04 -0.044
C 4.999 1.132 -0.271 -0.01 0.02 -0.01 -0.018
C 4.265 2.310 -0.190 0.02 -0.02 -0.01 -0.026
C 2.968 2.283 0.296 -0.16 0.11 0.05 -0.069
H 0.788 2.493 4.081 0.01 0.00 0.04 0.108
H 0.345 4.793 4.810 -0.01 0.01 0.00 0.128
H -0.599 6.441 3.226 0.00 0.00 -0.01 0.129
H -1.072 5.790 0.890 -0.01 -0.01 -0.01 0.124
H -0.602 3.500 0.118 0.10 0.15 0.29 0.057
H 2.865 -0.215 3.220 0.02 -0.01 0.10 0.106
H 2.830 -1.383 5.395 -0.01 -0.03 0.00 0.128
H 0.683 -1.812 6.535 -0.02 0.04 0.02 0.129
H -1.434 -0.992 5.559 0.00 -0.01 -0.02 0.125
H -1.417 0.203 3.392 -0.02 0.01 0.05 0.116
H 2.725 -1.056 0.972 0.03 -0.02 -0.07 0.098
H 5.025 -0.992 0.071 0.02 0.02 0.00 0.127
H 6.016 1.159 -0.641 0.00 0.00 0.01 0.130
H 4.706 3.251 -0.489 0.01 -0.01 -0.02 0.128
H 2.393 3.198 0.386 0.05 0.02 -0.02 0.113
C -1.133 0.247 -0.608 -1.63 -0.51 -0.72 -0.305
C -1.393 1.588 -1.119 0.29 0.15 -0.27 -0.249
C -0.409 2.288 -1.822 -0.01 -0.26 -0.13 -0.058
C -0.686 3.558 -2.307 0.01 0.00 -0.12 -0.054
C -1.933 4.129 -2.091 -0.02 0.01 -0.01 -0.041
C -2.914 3.427 -1.399 0.00 0.00 0.02 -0.035
C -2.654 2.154 -0.919 0.03 -0.16 0.05 -0.019
H 0.555 1.826 -2.010 0.01 0.03 -0.01 0.111
H 0.068 4.096 -2.865 0.00 0.01 0.02 0.125
H -2.149 5.117 -2.474 0.00 0.00 -0.01 0.126
H -3.891 3.865 -1.243 0.01 0.02 0.00 0.126
H -3.419 1.595 -0.394 -0.01 0.03 0.00 0.124
```
Positions in Å, forces in eV/Å.

Summary:
ΔE to the lowest compared entry with this formula, charge and spin = 1.707 eV
Maximum force = 1.85 eV/A
Lowest unoccupied orbital energy = -9.5470 eV
Total charge = +3
Molecular weight = 745.630 g/mol
HOMO-LUMO gap = 6.89 eV